(1)
84
Properties=species:S:1:pos:R:3:lowdin_spin:R:1 method="wB97M-V/def2-TZVPD" fmax_ev_per_a=2.06 spin_multiplicity=3 total_energy_ha=-4733.36887 orbital_gap_ev="6.899 / 6.834" total_charge=-1
W -0.743 -0.790 -0.942 1.62
N 1.344 -1.421 -0.200 0.00
C 1.802 -2.615 -0.932 0.01
C 0.610 -3.518 -1.271 0.01
O 0.773 -4.707 -1.436 0.01
O -0.510 -2.879 -1.315 0.07
H 2.002 -0.660 -0.341 0.00
H 1.279 -1.608 0.793 0.00
H 2.564 -3.187 -0.399 0.00
H 2.240 -2.286 -1.877 0.00
O -6.427 3.480 1.498 0.00
C -6.304 3.045 0.341 0.00
O -6.942 3.302 -0.691 0.00
C -5.102 2.067 0.142 0.00
C -4.329 1.659 1.226 0.00
C -3.256 0.813 1.033 0.00
N -2.899 0.373 -0.183 0.01
C -3.641 0.774 -1.230 0.00
C -4.751 1.594 -1.115 0.00
C -3.113 0.324 -2.553 0.01
O -3.701 0.476 -3.595 0.03
O -1.913 -0.198 -2.435 0.06
H -4.585 2.029 2.210 0.00
H -2.656 0.497 1.872 0.00
H -5.331 1.892 -1.976 0.00
C 4.155 0.420 2.025 0.00
C 3.540 1.803 2.158 0.00
N 2.726 1.954 3.356 0.00
C 3.395 1.909 4.654 0.00
C 3.185 0.592 5.384 0.00
C 1.398 2.213 3.358 0.00
O 0.766 2.415 4.383 0.00
C 0.705 2.246 2.022 0.00
C 0.325 3.455 1.449 0.01
C -0.349 3.459 0.236 0.00
C -0.634 2.249 -0.366 0.02
N -0.304 1.067 0.204 0.02
C 0.364 1.077 1.380 0.01
H 4.624 0.319 1.047 0.00
H 3.394 -0.357 2.120 0.00
H 4.911 0.236 2.790 0.00
H 2.937 2.022 1.284 0.00
H 4.329 2.564 2.189 0.00
H 3.013 2.734 5.258 0.00
H 4.456 2.091 4.470 0.00
H 2.121 0.412 5.529 0.00
H 3.658 0.621 6.366 0.00
H 3.609 -0.243 4.827 0.00
H 0.558 4.380 1.959 0.00
H -0.647 4.373 -0.252 0.00
H -1.144 2.208 -1.320 0.00
H 0.591 0.114 1.813 0.00
C -4.370 -2.400 1.640 0.00
Ge -2.823 -2.866 0.512 0.01
C -3.574 -2.878 -1.302 0.01
C -2.293 -4.705 0.962 0.01
C -1.278 -1.650 0.909 0.01
H -5.205 -3.029 1.329 0.00
H -4.679 -1.363 1.537 0.00
H -4.177 -2.594 2.694 0.00
H -4.307 -2.083 -1.433 0.00
H -4.100 -3.833 -1.363 0.00
H -2.850 -2.842 -2.116 0.00
H -3.173 -5.346 0.899 0.00
H -1.894 -4.773 1.973 0.00
H -1.540 -5.068 0.263 0.00
H -0.527 -2.363 1.270 0.00
H -1.611 -0.996 1.708 0.01
O 0.280 -1.570 -3.625 0.02
C 1.006 -0.618 -3.388 0.01
N 0.840 0.237 -2.326 0.01
S 2.052 1.282 -2.149 0.00
O 1.627 2.645 -2.285 0.00
O 2.809 0.978 -0.942 0.00
C 2.958 0.749 -3.570 0.00
C 4.149 1.229 -4.074 0.00
C 4.649 0.585 -5.202 0.00
C 3.980 -0.489 -5.792 0.00
C 2.778 -0.959 -5.277 0.00
C 2.276 -0.315 -4.152 0.00
H 4.671 2.062 -3.624 0.00
H 5.580 0.928 -5.634 0.00
H 4.406 -0.960 -6.667 0.00
H 2.244 -1.784 -5.723 0.00



(2)
38
Properties=species:S:1:pos:R:3:lowdin_charge:R:1 method="wB97M-V/def2-TZVPD" fmax_ev_per_a=1.64 smiles="C[C@@H]1NC(=O)[C@@](CB(O)O)(Cc2ccccc2)[C@H]1ON=O" total_energy_ha=-1016.13626 orbital_gap_ev=9.028
C 3.497 -1.100 -0.838 -0.01
C 2.748 0.254 -0.874 -0.27
N 2.681 0.763 0.511 0.12
C 1.703 -0.015 1.110 -0.47
O 1.750 -0.521 2.192 0.14
C 0.530 -0.009 0.113 -0.26
C -0.374 -1.232 0.291 0.00
B 0.328 -2.644 0.067 -0.62
O 0.803 -3.082 -1.160 0.14
O 0.483 -3.517 1.127 0.16
C -0.186 1.323 0.567 -0.05
C -1.690 1.237 0.659 -0.23
C -2.307 1.137 1.907 -0.04
C -3.693 1.029 1.986 -0.08
C -4.443 1.019 0.818 -0.10
C -3.840 1.134 -0.432 -0.08
C -2.455 1.242 -0.507 -0.04
C 1.270 0.111 -1.234 -0.19
O 0.642 1.145 -2.025 -0.10
N 1.576 1.933 -2.756 -0.02
O 1.385 3.066 -2.581 0.10
H 2.849 -1.935 -0.590 0.07
H 4.302 -1.028 -0.114 0.09
H 3.923 -1.294 -1.822 0.09
H 3.394 0.878 -1.483 0.13
H 3.549 0.814 1.025 0.14
H -1.221 -1.174 -0.394 0.12
H -0.728 -1.218 1.318 0.12
H 0.113 -3.036 -1.828 0.11
H -0.370 -3.657 1.549 0.11
H 0.071 2.145 -0.093 0.12
H 0.203 1.586 1.546 0.12
H -1.692 1.123 2.795 0.11
H -4.174 0.941 2.948 0.10
H -5.519 0.925 0.863 0.10
H -4.407 1.127 -1.350 0.10
H -1.937 1.312 -1.454 0.11
H 1.234 -0.782 -1.854 0.14



(3)
50
Properties=species:S:1:pos:R:3:lowdin_charge:R:1 method="wB97M-V/def2-TZVPD" fmax_ev_per_a=0.49 smiles="[H]/N=c1/[nH]cc(C(=O)N2C[C@H](C)[C@H](NC(=O)CCc3cccc(C)c3)C2)o1" total_energy_ha=-1183.20563 orbital_gap_ev=8.829
H 7.843 1.659 3.487 0.05
N 8.450 2.381 3.118 0.13
C 7.794 3.257 2.491 -0.48
N 8.306 4.375 1.870 0.12
C 7.285 5.100 1.292 0.01
C 6.149 4.442 1.533 -0.14
C 4.785 4.853 1.153 -0.41
O 4.626 5.972 0.680 0.06
N 3.752 4.003 1.337 -0.01
C 3.779 2.571 1.680 -0.09
C 2.449 2.066 1.126 -0.27
C 2.562 1.736 -0.358 -0.04
C 1.537 3.274 1.398 -0.25
N 0.261 3.267 0.727 0.12
C -0.899 2.993 1.381 -0.50
O -0.944 2.785 2.581 0.06
C -2.145 2.937 0.523 -0.09
C -2.605 1.486 0.230 -0.13
C -1.493 0.467 0.181 -0.23
C -0.988 -0.102 1.346 -0.04
C 0.054 -1.016 1.275 -0.07
C 0.596 -1.374 0.050 -0.06
C 0.096 -0.829 -1.129 -0.29
C 0.691 -1.200 -2.461 -0.05
C -0.944 0.089 -1.042 -0.01
C 2.408 4.469 1.016 -0.08
O 6.437 3.301 2.283 0.08
H 9.286 4.587 1.871 0.16
H 7.429 6.023 0.762 0.14
H 4.630 2.075 1.220 0.12
H 3.848 2.434 2.762 0.13
H 2.092 1.189 1.669 0.14
H 2.989 2.571 -0.920 0.09
H 3.214 0.874 -0.504 0.09
H 1.588 1.489 -0.779 0.06
H 1.311 3.309 2.463 0.15
H 0.233 3.406 -0.269 0.14
H -1.958 3.456 -0.421 0.11
H -2.930 3.478 1.048 0.12
H -3.161 1.479 -0.708 0.11
H -3.302 1.190 1.015 0.12
H -1.401 0.183 2.304 0.12
H 0.442 -1.458 2.184 0.11
H 1.406 -2.093 0.006 0.11
H 0.056 -0.870 -3.283 0.07
H 1.672 -0.737 -2.591 0.08
H 0.826 -2.279 -2.548 0.08
H -1.348 0.516 -1.956 0.12
H 2.330 4.711 -0.049 0.13
H 2.164 5.373 1.572 0.14